Arrangement 1

Here is a cluster of 3 separate species, C12H15N3 in total from OMol25. Energies are from ωB97M-V/def2-TZVPD.

Positions of all 30 atoms, in Å:
C: 21.96000 21.99400 8.33100
C: 23.09000 21.67600 7.25800
C: 24.30600 21.57100 7.85900
N: 24.05900 21.89800 9.16100
C: 22.77000 22.21900 9.43700
H: 20.94000 22.31600 8.27600
H: 22.81100 21.24900 6.23600
H: 25.29900 21.61100 7.42000
H: 24.74300 21.77800 9.99200
H: 22.40400 22.49100 10.35200
C: 26.85700 18.71700 7.76800
C: 27.18800 17.24500 7.69700
C: 27.75400 16.90100 6.45400
N: 28.03300 18.22900 5.89100
C: 27.42100 19.26600 6.68200
H: 26.19400 19.13500 8.43500
H: 26.92600 16.45200 8.25800
H: 27.98500 15.94700 5.97900
H: 28.52600 18.24300 5.05300
H: 27.41600 20.22200 6.41200
C: 26.51300 22.65800 10.83100
C: 25.31800 23.01700 11.65500
C: 24.85200 21.88900 12.20800
N: 25.67000 20.88900 11.85600
C: 26.71600 21.32500 10.94800
H: 27.21300 23.21700 10.21600
H: 24.66600 23.90600 12.05500
H: 23.88300 21.68300 12.91300
H: 25.45700 19.93300 11.96400
H: 27.10200 20.54500 10.44400

2S+1 = 1
Structure (SMILES) = c1cc[nH]c1.c1cc[nH]c1.c1cc[nH]c1
HOMO-LUMO gap = 0.3337 Ha
HOMO energy = -8.28 eV

=====

Arrangement 2

Here is a cluster of 3 separate species, C12H15N3 in total from OMol25. Energies are from ωB97M-V/def2-TZVPD.

Positions of all 30 atoms, in Å:
C: -3.26487 2.87493 -2.89300
C: -3.24387 1.48293 -3.63100
C: -2.00887 1.35193 -4.16900
N: -1.26287 2.46093 -3.62200
C: -1.96387 3.29893 -2.83400
H: -4.14587 3.37193 -2.60700
H: -4.10087 0.86193 -3.78900
H: -1.48987 0.66493 -4.77000
H: -0.24887 2.50093 -3.79100
H: -1.46187 3.83793 -2.18800
C: 3.59113 -2.16707 2.18900
C: 2.31813 -2.85207 2.72200
C: 2.69813 -3.63607 3.77000
N: 4.06713 -3.32207 3.93300
C: 4.56813 -2.37407 3.15900
H: 3.78113 -1.70707 1.36100
H: 1.26513 -2.97207 2.36800
H: 2.29613 -4.35207 4.38200
H: 4.42713 -3.83507 4.79200
H: 5.80713 -2.20107 3.10700
C: -0.49887 -0.12607 0.83300
C: -1.43487 0.96093 1.51900
C: -2.01287 1.59393 0.41000
N: -1.32587 1.13993 -0.71600
C: -0.53087 0.03993 -0.54000
H: 0.20513 -0.81007 1.27600
H: -1.73187 1.01793 2.45400
H: -2.77387 2.30293 0.40100
H: -1.48787 1.21193 -1.77400
H: -0.03587 -0.62007 -1.35200

2S+1 = 1
Structure (SMILES) = c1cc[nH]c1.c1cc[nH]c1.c1cc[nH]c1
HOMO-LUMO gap = 0.3305 Ha
HOMO energy = -8.14 eV

=====

Last place for stability: arrangement 2

=====

Arrangement 1

Here is the molecule C4H7Cl from OMol25. Energies are from ωB97M-V/def2-TZVPD.

Positions of all 12 atoms, in Å:
C: -0.18361 0.30862 -2.01039
C: 0.33364 -0.07938 -0.77387
C: -0.32008 -0.71017 0.36666
C: -0.04857 0.25995 1.50872
Cl: 1.64629 0.33950 1.98466
H: 0.57948 0.62798 -2.71761
H: -1.20721 0.34437 -2.41488
H: 1.41921 0.12434 -0.60894
H: 0.15403 -1.69035 0.73917
H: -1.41176 -0.81827 0.30037
H: -0.62529 -0.00497 2.42776
H: -0.33613 1.29837 1.19834

2S+1 = 1
Structure (SMILES) = C=CCCCl
HOMO-LUMO gap = 0.3854 Ha
HOMO energy = -9.45 eV

=====

Arrangement 2

Here is the molecule C4H7Cl from OMol25. Energies are from ωB97M-V/def2-TZVPD.

Positions of all 12 atoms, in Å:
C: 0.27170 -1.18638 1.32375
C: -0.32793 0.14895 0.76872
C: -1.12611 1.06360 1.76458
C: -0.14800 0.59450 -0.44680
Cl: 0.66167 -0.24643 -1.79296
H: -0.19122 -1.56525 2.21483
H: 0.16554 -2.07193 0.63911
H: 1.30818 -1.16704 1.65757
H: -1.23782 0.45985 2.64945
H: -0.56424 1.81519 2.22464
H: -2.06417 1.53961 1.47095
H: -0.68266 1.45490 -0.83780

2S+1 = 1
Structure (SMILES) = CC(C)=CCl
HOMO-LUMO gap = 0.3801 Ha
HOMO energy = -9.35 eV

=====

Last place for stability: arrangement 1

=====

Arrangement 1

Here is the molecule C4H7Cl from OMol25. Energies are from ωB97M-V/def2-TZVPD.

Positions of all 12 atoms, in Å:
C: -0.81090 0.57714 -0.50817
C: 0.49844 -0.15174 -0.79295
C: -1.72012 0.09289 0.69262
C: 1.60615 -0.11357 0.17991
Cl: -2.40435 -1.46227 0.56368
H: -0.59419 1.61869 -0.26551
H: -1.42979 0.54075 -1.40379
H: 0.44916 -1.02058 -1.43690
H: -1.30466 0.25741 1.68356
H: 2.55591 -0.24508 -0.34265
H: 1.52600 -0.92659 0.91112
H: 1.62834 0.83294 0.71907

2S+1 = 1
HOMO-LUMO gap (spin up / spin down) = 0.2895 / 0.3226 Ha
HOMO energy (spin up / spin down) = -7.99 / -8.42 eV

=====

Arrangement 2

Here is the molecule C4H7Cl from OMol25. Energies are from ωB97M-V/def2-TZVPD.

Positions of all 12 atoms, in Å:
C: -2.11967 -0.57236 -0.49180
C: -1.06549 -0.70358 0.51344
C: 0.08257 0.25427 0.55075
C: -0.33569 1.61115 -0.06517
Cl: 1.62399 -0.42182 -0.21896
H: -1.92830 0.31156 -1.02879
H: -2.79259 -1.42264 -0.64604
H: -1.16843 -1.41881 1.21813
H: 0.20887 0.28528 1.71672
H: -0.63025 1.50328 -1.08710
H: -1.13726 1.99763 0.60830
H: 0.46982 2.37774 -0.10209

2S+1 = 1
Structure (SMILES) = C=C[C@H](C)Cl
HOMO-LUMO gap = 0.3731 Ha
HOMO energy = -9.51 eV

=====

Last place for stability: arrangement 1

=====

Arrangement 1

Here is a cluster of 3 separate species, C4H10N2O2 in total from OMol25. Energies are from ωB97M-V/def2-TZVPD.

Positions of all 18 atoms, in Å:
C: -0.89521 0.50245 -0.26312
C: -0.50197 -0.92203 -0.30978
C: -1.54793 -1.93933 -0.01962
N: 0.80534 -1.25459 -0.63611
H: -0.15392 1.13914 -0.73251
H: -1.86600 0.63594 -0.73672
H: -0.99201 0.80936 0.77880
H: -1.12830 -2.93460 0.10957
H: -2.10054 -1.66232 0.87710
H: -2.25650 -1.96732 -0.84908
H: 0.92434 -2.26621 -0.62437
O: 3.00276 -0.97300 1.14765
C: 3.24597 -0.75076 0.05049
O: 3.58726 -0.50881 -1.01513
N: 1.89614 2.42413 -0.20129
H: 2.23621 2.35116 0.75115
H: 2.49366 3.08297 -0.68851
H: 2.02377 1.51865 -0.63887

2S+1 = 1
Structure (SMILES) = CC(C)=N.O=C=O.N
HOMO-LUMO gap = 0.3974 Ha
HOMO energy = -10.05 eV

=====

Arrangement 2

Here is a cluster of 2 separate species, C4H10N2O2 in total from OMol25. Energies are from ωB97M-V/def2-TZVPD.

Positions of all 18 atoms, in Å:
C: 2.47820 0.30395 -0.33741
C: 1.45470 -0.44977 0.40536
C: -0.15888 1.61229 1.15257
O: -0.75565 2.10721 0.08101
N: 0.56809 -1.25744 -0.38839
C: -0.74677 -1.07512 -0.20184
N: -1.32300 -0.50516 -1.46100
O: -1.47884 -1.25991 0.72887
H: 3.08208 1.01644 0.24999
H: 2.06060 0.90530 -1.15525
H: 3.33807 -0.28121 -0.71079
H: 1.79588 -1.08137 1.21952
H: -0.00594 0.76607 0.29773
H: -0.83281 1.27186 1.94742
H: 0.78995 1.83974 1.64306
H: 0.82586 -1.12546 -1.35802
H: -2.22306 -0.95114 -1.60830
H: -1.51134 0.45991 -1.18529

2S+1 = 1
HOMO-LUMO gap = 0.2605 Ha
HOMO energy = -8.23 eV

=====

Arrangement 3

Here is the molecule C4H10N2O2 from OMol25. Energies are from ωB97M-V/def2-TZVPD.

Positions of all 18 atoms, in Å:
C: -0.28220 -0.52551 0.53589
C: 0.61540 -1.43360 1.27278
C: -1.38072 0.12966 1.28606
N: 0.19904 1.42788 -0.80170
C: 0.23583 -0.03190 -0.79851
N: 1.12295 2.05220 -1.67943
O: -1.20167 -0.84685 -1.16035
O: 1.19166 -0.59246 -1.39194
H: -0.80284 -1.52046 -1.73412
H: -0.73275 1.81620 -0.90308
H: 1.89100 2.41613 -1.12126
H: 1.51696 1.30265 -2.25614
H: 0.31313 -1.63090 2.30184
H: 0.63877 -2.39229 0.73837
H: 1.63875 -1.05116 1.21255
H: -1.99151 -0.62953 1.78658
H: -2.02496 0.73485 0.65330
H: -0.94683 0.77508 2.05914

2S+1 = 1
HOMO-LUMO gap = 0.3106 Ha
HOMO energy = -8.65 eV

=====

Arrangement 4

Here is the molecule C4H10N2O2 from OMol25. Energies are from ωB97M-V/def2-TZVPD.

Positions of all 18 atoms, in Å:
N: 2.41572 -0.23811 0.79048
C: 1.28785 -1.06258 1.14995
C: 0.32215 -1.25190 -0.00362
O: 0.03130 -2.38089 -0.36546
N: -0.21167 -0.17423 -0.63583
C: -0.07459 1.21978 -0.30607
C: -1.40824 1.80032 0.12012
O: -2.29137 1.68426 -0.98172
H: 3.14852 -0.18579 1.49061
H: 2.96344 -0.53783 -0.00828
H: 0.80140 -0.50582 1.95019
H: 1.49707 -2.08135 1.47707
H: -0.77425 -0.45331 -1.42513
H: 0.17403 1.83345 -1.17004
H: 0.65076 1.31789 0.48795
H: -1.24878 2.82323 0.47813
H: -1.78777 1.26788 1.00078
H: -3.18147 1.58377 -0.63960

2S+1 = 1
Structure (SMILES) = NCC(=O)NCCO
HOMO-LUMO gap = 0.3740 Ha
HOMO energy = -9.38 eV

=====

Last place for stability: arrangement 2